No. 1
The following is a quantum chemistry calculation of 2 unconnected molecules or ions with the total composition C4H8Cl3N4O2 at a distorted geometry, from OMol25.

The geometry in ORCA input format:
```
! wB97M-V def2-TZVPD RIJCOSX def2/J DEFGRID3
* xyz 1 1
N -3.512 2.035 -0.791
C -2.591 1.521 0.094
N -1.182 1.501 -0.456
C -0.428 0.921 0.724
C 1.200 0.713 0.687
O 1.711 0.008 -0.498
O 1.582 0.717 -1.589
N -1.431 0.615 1.856
N -2.727 0.978 1.501
H -3.957 2.980 -0.618
H -3.688 1.479 -1.680
H 1.474 0.027 1.623
H 1.705 1.781 0.831
H 0.919 0.177 -2.146
H -1.186 0.211 2.788
H -3.619 0.916 2.061
C 3.109 -3.208 -0.901
Cl 1.720 -4.158 -0.345
Cl 4.349 -3.122 0.362
Cl 3.782 -3.900 -2.387
H 2.768 -2.193 -1.118
*
```

Computed properties:
Orbital gap: 8.27 eV
E: -1906.775170 Eh
Highest occupied orbital energy: -0.4782 hartree

---

No. 2
The following is a quantum chemistry calculation of 5 unconnected molecules or ions with the total composition C3H14NO6 at a distorted geometry, from OMol25.

The geometry in ORCA input format:
```
! wB97M-V def2-TZVPD RIJCOSX def2/J DEFGRID3
* xyz -1 1
O -2.342 0.238 1.504
C -1.902 1.124 0.678
C -0.862 0.906 -0.162
N -0.489 2.117 -0.897
C 0.630 2.864 -0.207
O 1.872 2.214 -0.058
H -2.499 2.031 0.692
H -0.251 0.067 -0.346
H 1.932 1.342 0.356
H -0.098 1.884 -1.839
H 0.151 3.218 0.703
H 0.936 3.669 -0.873
H -1.551 -1.064 1.553
H -1.955 -2.548 1.224
O -1.164 -2.020 1.303
H -0.013 -2.722 -2.706
H 0.698 -1.839 -1.805
O 0.474 -1.884 -2.731
H 0.540 -3.059 0.338
H 2.025 -3.281 -0.386
O 1.072 -3.309 -0.498
H 1.207 -1.040 0.675
H 1.080 0.184 1.467
O 1.790 -0.369 1.098
*
```

Computed properties:
Orbital gap: 6.33 eV
E: -628.904194 Eh
Highest occupied orbital energy: -0.1151 hartree
Energy above the lowest of the compared OMol25 structures with the same formula, charge and spin: 3.6769 eV

---

No. 3
The following is a quantum chemistry calculation of a molecular structure, C28H34IN5O5PmS at a distorted geometry, from OMol25.

The geometry in ORCA input format:
```
! wB97M-V def2-TZVPD RIJCOSX def2/J DEFGRID3
* xyz 1 5
Pm 0.158 -0.010 -0.506
C -0.801 2.544 -3.329
C -1.373 2.826 -1.972
N -2.557 3.372 -1.870
C -3.086 3.588 -0.652
C -2.486 3.201 0.516
C -3.218 3.352 1.819
O -3.449 2.047 2.359
C -1.216 2.579 0.456
C -0.557 2.106 1.643
N 0.490 1.344 1.614
C 1.264 1.124 2.763
C 1.103 1.825 3.968
C 1.915 1.592 5.060
C 2.938 0.657 4.994
C 3.155 -0.022 3.806
C 2.334 0.223 2.719
I 2.797 -0.831 0.918
C -0.597 2.440 -0.823
O 0.595 1.960 -0.983
H -1.448 2.964 -4.093
H -0.717 1.464 -3.478
H 0.201 2.967 -3.412
H -4.052 4.080 -0.644
H -4.162 3.870 1.639
H -2.637 3.959 2.525
H -4.046 2.128 3.110
H -0.976 2.428 2.594
H 0.341 2.589 4.043
H 1.761 2.164 5.965
H 3.579 0.477 5.846
H 3.971 -0.726 3.714
N 1.932 -0.295 -2.401
N 1.610 -1.658 -2.115
C 0.195 -1.974 -2.170
O -0.115 -3.141 -2.069
O -0.556 -0.939 -2.252
H 1.767 -0.068 -3.377
H 2.914 -0.146 -2.211
H 2.155 -2.358 -2.598
C -2.473 -0.583 6.751
C -2.202 -1.130 5.378
C -0.908 -1.164 4.861
C -0.667 -1.663 3.592
C -1.722 -2.136 2.831
C -3.018 -2.108 3.320
C -3.249 -1.607 4.591
S -1.382 -2.774 1.185
C -0.540 -4.288 1.698
O -0.267 -1.876 0.686
H -1.555 -0.498 7.330
H -3.170 -1.220 7.293
H -2.921 0.411 6.683
H -0.080 -0.800 5.456
H 0.339 -1.685 3.193
H -3.840 -2.478 2.718
H -4.259 -1.586 4.982
H 0.301 -4.027 2.336
H -0.200 -4.789 0.793
H -1.259 -4.907 2.231
C -5.384 0.933 -0.998
C -4.655 -0.417 -0.901
C -4.630 -1.131 -2.261
C -5.305 -1.311 0.170
C -3.283 -0.168 -0.484
N -2.208 0.020 -0.130
H -6.426 0.757 -1.267
H -4.927 1.564 -1.760
H -5.349 1.458 -0.043
H -5.652 -1.373 -2.551
H -4.052 -2.054 -2.206
H -4.190 -0.496 -3.029
H -6.346 -1.485 -0.100
H -5.273 -0.828 1.148
H -4.795 -2.273 0.228
*
```

Computed properties:
Orbital gap (spin up / spin down): 7.39 / 7.50 eV
E: -3041.484476 Eh
Highest occupied orbital energy (spin up / spin down): -0.3891 / -0.3938 hartree
Energy above the lowest of the compared OMol25 structures with the same formula, charge and spin: 1.2240 eV

---

No. 4
The following is a quantum chemistry calculation of C5H6O in the gas phase, from OMol25.

The geometry in ORCA input format:
```
! wB97M-V def2-TZVPD RIJCOSX def2/J DEFGRID3
* xyz 0 1
C 2.367 -0.590 1.417
C 1.643 -0.208 0.399
C 0.636 0.044 -0.373
O 0.212 0.037 -1.665
C -0.601 0.717 -0.650
C -1.971 0.121 -0.488
H 2.017 -1.441 1.993
H 3.278 -0.094 1.742
H -0.550 1.804 -0.686
H -2.489 0.496 0.401
H -1.931 -0.971 -0.449
H -2.552 0.414 -1.368
*
```

Computed properties:
Orbital gap: 9.90 eV
SMILES: C=C=C1O[C@H]1C
E: -269.233203 Eh
Highest occupied orbital energy: -0.3302 hartree
Energy above the lowest of the compared OMol25 structures with the same formula, charge and spin: 3.0759 eV

---

No. 5
The following is a quantum chemistry calculation of 2 unconnected molecules or ions with the total composition C3H6N2O at a distorted geometry, from OMol25.

The geometry in ORCA input format:
```
! wB97M-V def2-TZVPD RIJCOSX def2/J DEFGRID3
* xyz 0 1
C 2.174 -0.020 -0.458
C 1.182 0.936 -0.061
C -1.585 0.589 0.107
N 2.772 -0.774 0.359
N -0.463 -0.376 -0.057
O 1.002 2.097 0.201
H 2.274 -0.260 -1.570
H -2.555 0.077 0.434
H -1.104 1.334 0.931
H -1.846 0.895 -0.960
H 3.407 -1.408 -0.095
H -0.209 -0.853 0.913
*
```

Computed properties:
Orbital gap (spin up / spin down): 8.94 / 8.94 eV
E: -302.510885 Eh
Highest occupied orbital energy (spin up / spin down): -0.3232 / -0.3232 hartree
Energy above the lowest of the compared OMol25 structures with the same formula, charge and spin: 4.9583 eV

---

No. 6
The following is a quantum chemistry calculation of a molecular structure, C39H62N3PbSSi2Te, from OMol25.

The geometry in ORCA input format:
```
! wB97M-V def2-TZVPD RIJCOSX def2/J DEFGRID3
* xyz -1 1
Pb 0.137 0.279 -0.597
S 0.442 2.401 -2.481
C 1.464 3.125 -1.284
C 1.722 4.511 -1.280
C 2.517 5.048 -0.299
C 3.055 4.211 0.682
C 2.756 2.865 0.600
N 1.991 2.325 -0.345
H 1.277 5.127 -2.047
H 2.718 6.112 -0.286
H 3.689 4.589 1.472
H 3.153 2.166 1.331
C 1.661 -1.376 2.713
C 2.528 -2.475 2.108
C 1.680 -3.687 1.727
C 3.411 -1.978 0.980
C 4.787 -1.992 1.188
C 5.670 -1.524 0.231
C 5.168 -1.025 -0.957
C 3.801 -1.004 -1.206
C 3.301 -0.459 -2.526
C 3.687 -1.377 -3.685
C 3.776 0.971 -2.774
C 2.909 -1.498 -0.240
N 1.521 -1.503 -0.501
C 1.072 -2.508 -1.353
C -0.077 -2.374 -2.040
N -0.834 -1.209 -1.968
C -1.675 -1.006 -3.079
C -1.123 -0.964 -4.374
C -1.955 -0.831 -5.477
C -3.324 -0.710 -5.332
C -3.862 -0.719 -4.059
C -3.071 -0.869 -2.924
C -3.812 -0.822 -1.597
C -3.502 -1.914 -0.573
C -3.733 0.578 -0.989
C 0.373 -1.002 -4.601
C 0.791 -2.248 -5.384
C 0.870 0.261 -5.301
H 1.139 -1.745 3.599
H 0.910 -1.046 2.000
H 2.259 -0.512 3.006
H 3.224 -2.797 2.894
H 0.895 -3.410 1.024
H 1.206 -4.105 2.618
H 2.286 -4.468 1.267
H 5.166 -2.371 2.130
H 6.737 -1.536 0.418
H 5.848 -0.643 -1.708
H 2.210 -0.437 -2.472
H 4.772 -1.433 -3.796
H 3.273 -0.998 -4.621
H 3.309 -2.387 -3.530
H 4.864 1.025 -2.829
H 3.440 1.638 -1.980
H 3.372 1.344 -3.714
H 1.669 -3.407 -1.462
H -0.424 -3.172 -2.688
H -1.515 -0.806 -6.467
H -3.965 -0.606 -6.199
H -4.934 -0.619 -3.930
H -4.865 -0.968 -1.876
H -2.490 -1.845 -0.187
H -3.619 -2.906 -1.011
H -4.205 -1.830 0.261
H -2.706 0.869 -0.771
H -4.296 0.635 -0.057
H -4.130 1.321 -1.682
H 0.851 -1.051 -3.621
H 0.312 -2.275 -6.365
H 0.520 -3.157 -4.849
H 1.870 -2.257 -5.540
H 0.484 0.330 -6.320
H 1.961 0.251 -5.359
H 0.578 1.157 -4.760
C -1.993 3.924 4.222
Si -0.570 3.583 3.052
C 0.926 4.547 3.645
C -1.000 4.092 1.316
C -0.153 1.757 3.066
Te -1.809 0.511 2.530
C -2.347 -0.068 4.513
Si -3.698 -1.365 4.508
C -5.247 -0.657 3.732
C -3.122 -2.871 3.566
C -4.072 -1.861 6.277
H -2.248 4.983 4.207
H -1.731 3.659 5.246
H -2.880 3.358 3.938
H 0.728 5.618 3.624
H 1.789 4.357 3.008
H 1.190 4.274 4.667
H -1.285 5.144 1.274
H -1.831 3.506 0.921
H -0.154 3.947 0.648
H 0.204 1.391 4.029
H 0.617 1.539 2.324
H -2.659 0.828 5.048
H -1.443 -0.459 4.981
H -5.018 -0.076 2.839
H -5.761 0.002 4.432
H -5.938 -1.449 3.445
H -2.707 -2.619 2.591
H -3.946 -3.567 3.405
H -2.344 -3.394 4.123
H -4.362 -1.005 6.883
H -3.208 -2.329 6.746
H -4.892 -2.580 6.299
*
```

Computed properties:
Orbital gap: 5.37 eV
E: -3125.752822 Eh
Highest occupied orbital energy: -0.1222 hartree
Energy above the lowest of the compared OMol25 structures with the same formula, charge and spin: 0.3659 eV

---

No. 7
The following is a quantum chemistry calculation of C3H6FN in the gas phase at a distorted geometry, from OMol25.

The geometry in ORCA input format:
```
! wB97M-V def2-TZVPD RIJCOSX def2/J DEFGRID3
* xyz 0 1
F -1.728 0.885 0.069
C -1.271 -0.433 -0.032
C 0.095 -0.162 -0.547
C 1.295 -0.045 0.334
N 0.799 1.112 -0.374
H -1.251 -0.954 0.942
H -2.008 -1.030 -0.613
H 0.380 -0.535 -1.554
H 2.284 -0.424 0.001
H 1.176 0.008 1.466
H 0.229 1.577 0.308
*
```

Computed properties:
Orbital gap: 10.74 eV
SMILES: FC[C@@H]1CN1
E: -272.455392 Eh
Highest occupied orbital energy: -0.3535 hartree
Energy above the lowest of the compared OMol25 structures with the same formula, charge and spin: 0.9728 eV

---

No. 8
The following is a quantum chemistry calculation of a molecular structure, C24H56N9O11Y at a distorted geometry, from OMol25.

The geometry in ORCA input format:
```
! wB97M-V def2-TZVPD RIJCOSX def2/J DEFGRID3
* xyz 2 1
Y 2.338 -1.586 2.868
N 0.555 -0.070 0.073
O 1.243 -0.745 0.841
O 1.015 0.391 -0.955
O -0.591 0.128 0.337
C -7.274 1.396 -0.265
C -5.839 1.173 -0.537
O -5.525 0.270 -1.353
N -4.903 1.931 -0.009
C -3.472 1.793 -0.199
H -7.630 2.398 -0.505
H -7.398 1.332 0.816
H -8.004 0.667 -0.619
H -5.188 2.613 0.681
H -3.167 0.919 -0.776
H -2.960 1.703 0.759
H -3.072 2.727 -0.592
C -0.220 5.808 3.059
C 0.314 5.176 1.739
O 1.526 5.106 1.499
N -0.534 4.609 0.832
C -0.107 3.960 -0.436
H 0.250 6.739 3.376
H -0.159 5.157 3.931
H -1.292 5.994 3.123
H -1.509 4.557 1.090
H 0.056 2.887 -0.336
H 0.827 4.355 -0.835
H -0.866 4.249 -1.164
C -0.041 -5.138 2.650
C 0.640 -4.333 1.615
O 1.378 -3.379 1.884
N 0.405 -4.687 0.370
C 1.080 -4.101 -0.807
H 0.218 -6.195 2.589
H -1.117 -4.988 2.567
H 0.248 -4.806 3.647
H -0.397 -5.293 0.280
H 0.802 -3.049 -0.869
H 0.615 -4.432 -1.736
H 2.165 -4.202 -0.786
C 4.308 -1.352 -1.080
C 4.306 -2.397 0.024
O 3.896 -2.078 1.159
N 4.801 -3.655 -0.218
C 5.571 -4.044 -1.370
H 5.118 -0.630 -0.979
H 3.327 -0.881 -1.016
H 4.350 -1.794 -2.075
H 4.893 -4.285 0.566
H 4.843 -4.289 -2.144
H 6.033 -4.980 -1.059
H 6.275 -3.276 -1.689
C 3.059 2.487 1.361
C 3.928 1.268 1.517
O 3.477 0.296 2.104
N 5.207 1.253 1.046
C 5.727 2.309 0.145
H 2.513 2.825 2.242
H 2.262 2.242 0.659
H 3.594 3.381 1.042
H 5.800 0.443 1.162
H 5.227 2.453 -0.813
H 6.780 2.087 -0.027
H 5.693 3.210 0.757
C 2.326 2.373 -3.243
C 0.903 2.427 -3.893
O 0.709 2.921 -5.051
N -0.152 2.059 -3.134
C -1.562 2.132 -3.535
H 2.829 1.406 -3.262
H 2.186 2.785 -2.244
H 2.907 3.031 -3.889
H 0.185 1.622 -2.288
H -1.816 1.574 -4.436
H -1.665 3.197 -3.745
H -2.256 1.821 -2.754
C -1.490 -1.784 -3.507
C -2.890 -1.301 -3.127
O -3.531 -0.643 -3.896
N -3.409 -1.593 -1.935
C -2.852 -2.326 -0.808
H -1.235 -1.426 -4.504
H -1.434 -2.869 -3.420
H -0.703 -1.409 -2.853
H -4.286 -1.108 -1.809
H -3.536 -3.076 -0.412
H -2.798 -1.622 0.023
H -1.820 -2.649 -0.946
C -2.167 -2.560 4.316
C -1.397 -1.585 3.406
O -0.161 -1.539 3.381
N -2.156 -0.895 2.510
C -3.572 -0.537 2.517
H -2.770 -2.016 5.043
H -1.551 -3.042 5.076
H -2.741 -3.327 3.797
H -1.576 -0.402 1.846
H -4.074 -0.923 3.404
H -4.203 -0.888 1.700
H -3.643 0.551 2.509
*
```

Computed properties:
Orbital gap: 4.80 eV
E: -2306.415511 Eh
Highest occupied orbital energy: -0.4490 hartree
Energy above the lowest of the compared OMol25 structures with the same formula, charge and spin: 5.9023 eV